Entry 1:
99
Properties=species:S:1:pos:R:3:forces:R:3:mulliken_charge:R:1 method="wB97M-V/def2-TZVPD" e_homo_ev="-1.4 / -1.4" spin_multiplicity=2 gap_ev="5.2 / 5.2" total_charge=-2 s_squared=0.79 e_above_lowest_ev=1.105
K 2.8955 -0.7860 -0.9725 0.01 -0.03 -0.33 0.806
O 1.3327 1.6426 1.9843 0.00 0.02 -0.09 -0.779
S 0.5632 1.3966 0.7283 -0.16 -0.02 0.02 1.248
C -0.0665 3.0817 0.3566 0.05 -0.09 -0.26 -0.526
C -0.1025 3.9960 1.3947 0.01 0.06 0.13 -0.463
C -0.3923 5.3224 1.1171 -0.01 -0.04 -0.03 -0.795
C -0.5915 5.7334 -0.1983 0.00 -0.04 -0.05 -0.804
C -0.5214 4.8131 -1.2345 0.03 0.10 0.17 0.176
C -0.2790 3.4682 -0.9636 -0.04 -0.10 -0.06 -0.317
P -0.1488 2.0760 -2.1565 0.09 -0.19 -0.12 2.059
C 1.4358 2.4771 -2.9811 0.06 0.12 0.08 0.695
C 1.6820 2.2953 -4.3382 0.04 -0.01 0.05 -0.348
C 2.9687 2.4199 -4.8466 -0.04 -0.02 0.04 -0.604
C 4.0266 2.7408 -4.0139 -0.02 -0.03 -0.09 -0.510
C 3.7981 2.9224 -2.6590 -0.01 0.00 0.09 -0.722
C 2.5190 2.7815 -2.1454 -0.09 0.04 0.02 -0.668
C -1.5166 2.3379 -3.3430 -0.04 0.09 0.15 0.738
C -1.6326 1.4923 -4.4507 0.04 -0.07 -0.05 -0.420
C -2.7678 1.5235 -5.2484 0.01 0.00 0.00 -1.075
C -3.8246 2.3701 -4.9456 0.00 0.05 0.08 -0.595
C -3.7408 3.1827 -3.8221 0.01 -0.06 -0.07 -0.847
C -2.6013 3.1604 -3.0293 0.02 0.08 0.02 -0.490
C -1.0040 0.5964 1.2844 -0.01 0.00 0.06 0.473
C -1.1484 0.7812 2.6538 0.02 0.03 0.02 -0.851
C -2.2102 0.2461 3.3538 -0.03 -0.03 -0.03 -0.861
C -3.1347 -0.5120 2.6621 -0.01 0.00 -0.02 -1.197
C -2.9761 -0.7271 1.3031 0.02 0.04 0.07 -0.699
C -1.9155 -0.1989 0.5512 0.12 0.01 0.13 0.352
P -1.9798 -0.4115 -1.3049 -0.02 -0.14 -0.21 1.117
C -0.6668 -1.7425 -1.8239 0.09 0.16 -0.05 2.027
C 0.0033 -2.3513 -0.6553 0.01 -0.04 0.03 -1.100
C 0.1875 -3.6965 -0.5432 0.00 -0.01 0.02 -0.385
C -0.2812 -4.5884 -1.5300 -0.03 0.05 -0.05 -1.164
C -0.9934 -4.0770 -2.6339 0.03 0.03 0.06 -0.734
C -1.2356 -2.7419 -2.7580 -0.08 -0.12 -0.03 -0.941
C -3.4978 -1.4543 -1.4685 0.04 0.11 0.01 -0.194
C -3.6234 -2.7768 -1.0344 -0.04 -0.01 -0.02 0.421
C -4.7914 -3.4846 -1.2635 -0.02 -0.02 0.00 -0.804
C -5.8554 -2.8868 -1.9335 0.05 0.07 -0.01 -0.684
C -5.7399 -1.5780 -2.3760 -0.01 -0.06 0.02 -0.409
C -4.5629 -0.8706 -2.1469 -0.02 -0.01 -0.01 -1.047
H 0.1301 3.6601 2.3974 0.00 0.03 0.00 0.374
H -0.4364 6.0440 1.9239 0.00 0.00 0.00 0.393
H -0.7857 6.7771 -0.4150 0.00 0.00 0.00 0.378
H -0.6526 5.1308 -2.2618 0.02 0.02 0.01 0.565
H 0.9023 1.9963 -5.0191 -0.12 -0.06 -0.03 0.406
H 3.1316 2.1889 -5.8902 0.01 0.00 -0.02 0.352
H 5.0324 2.7940 -4.4101 0.01 0.00 0.00 0.325
H 4.6212 3.1414 -1.9891 -0.01 0.00 0.01 0.402
H 2.3665 2.9098 -1.0785 0.00 0.02 0.01 0.261
H -0.8630 0.7600 -4.6655 0.09 0.06 -0.06 0.363
H -2.8260 0.8596 -6.1019 0.02 -0.01 -0.01 0.477
H -4.7122 2.3822 -5.5666 -0.01 0.01 -0.01 0.351
H -4.5658 3.8320 -3.5529 -0.01 0.00 0.00 0.377
H -2.5708 3.7830 -2.1437 -0.04 -0.04 -0.06 0.401
H -0.3765 1.3338 3.1743 -0.01 -0.02 -0.02 0.285
H -2.2931 0.4039 4.4219 -0.01 0.00 0.01 0.370
H -3.9800 -0.9594 3.1725 -0.01 0.00 0.00 0.423
H -3.7223 -1.3301 0.8144 -0.01 0.00 -0.02 0.448
H 0.3684 -1.7100 0.1414 -0.05 -0.02 -0.04 0.603
H 0.7106 -4.0742 0.3281 0.01 -0.01 -0.01 0.429
H -0.0906 -5.6498 -1.4427 0.00 0.00 0.00 0.366
H -1.3509 -4.7486 -3.4055 0.00 -0.02 0.00 0.432
H -1.7703 -2.3575 -3.6181 0.00 0.00 0.00 0.471
H -2.7992 -3.2478 -0.5109 0.02 -0.01 0.00 0.455
H -4.8724 -4.5112 -0.9268 0.01 -0.01 0.01 0.403
H -6.7654 -3.4463 -2.1155 0.00 0.00 0.00 0.336
H -6.5582 -1.1083 -2.9084 0.00 0.01 0.00 0.413
H -4.4595 0.1462 -2.5124 0.01 -0.01 0.01 0.207
N 4.7539 0.7829 7.5354 0.00 0.00 -0.01 -0.646
C 4.4949 0.1932 6.2795 0.01 0.01 0.01 1.193
C 4.9862 -1.0752 5.9839 -0.01 -0.01 -0.03 -0.740
C 4.7561 -1.6392 4.7378 -0.01 0.07 0.05 -0.306
C 4.0485 -0.9304 3.7847 0.03 0.03 -0.03 -0.647
C 3.5556 0.3374 4.0618 0.03 -0.01 0.05 -0.244
C 3.7816 0.8947 5.3089 0.00 0.00 0.02 -0.879
S 3.7240 -1.6319 2.1915 -0.38 0.00 -0.03 1.447
O 4.1444 -0.6328 1.2224 0.29 0.05 0.25 -0.917
O 4.4103 -2.8997 2.1232 0.05 -0.07 0.09 -0.779
N 2.1388 -1.7030 2.0411 0.25 -0.07 -0.16 0.127
C 1.3932 -2.4256 2.8976 0.18 0.07 0.12 -0.041
N 0.0616 -2.3914 2.6645 -0.23 -0.03 -0.07 0.164
C -0.7159 -3.0717 3.4801 -0.08 -0.01 -0.07 -0.084
C -0.2431 -3.7999 4.5635 0.16 0.00 0.05 -0.974
C 1.1346 -3.7588 4.7355 -0.13 -0.07 0.03 -0.343
N 1.9509 -3.1020 3.9363 0.06 0.07 -0.08 -0.474
H 4.8594 0.1024 8.2724 0.00 -0.01 0.01 0.224
H 4.0611 1.4698 7.7919 -0.01 0.01 0.01 0.232
H 5.5431 -1.6230 6.7368 0.00 0.00 0.00 0.267
H 5.1042 -2.6331 4.4943 0.00 -0.02 -0.01 0.489
H 2.9845 0.8678 3.3078 0.01 -0.01 0.00 0.449
H 3.4007 1.8841 5.5395 -0.01 0.00 -0.02 0.294
H -1.7807 -3.0303 3.2566 0.02 -0.01 0.02 0.370
H -0.8974 -4.3535 5.2213 0.01 0.00 0.01 0.380
H 1.6108 -4.2890 5.5586 -0.04 0.00 0.02 0.383
S 1.4887 -0.5666 -6.5075 -0.05 0.06 -0.13 -0.793
Sb 2.1918 -2.0056 -4.8493 -0.07 -0.09 0.16 0.240
S 4.0859 -1.1075 -3.8283 0.04 -0.03 -0.08 -0.790
S 0.5500 -0.8351 -2.9500 -0.13 0.21 0.32 0.254

***

Entry 2:
16
Properties=species:S:1:pos:R:3:forces:R:3:nbo_charge:R:1 method="wB97M-V/def2-TZVPD" e_homo_ev=-10.4 gap_ev=10.7 smiles="C=O.O.O.O.O" e_above_lowest_ev=0.876
C -0.2538 3.6579 0.4229 -0.35 -0.47 -0.80 0.291
O 0.0922 4.1305 1.4545 0.30 0.43 0.84 -0.485
H -1.2618 3.2338 0.2834 -0.20 -0.05 -0.02 0.082
H 0.3892 3.5941 -0.4650 0.25 0.08 -0.08 0.112
O -2.0165 1.2368 2.2948 -0.05 -1.78 0.27 -0.940
H -2.7894 0.9928 2.8201 0.19 0.05 -0.08 0.473
H -2.1341 2.1377 2.0845 -0.16 1.70 -0.24 0.467
O -2.1873 -1.0770 -0.6916 -0.54 -0.49 -0.55 -0.960
H -3.0895 -1.2271 -1.0434 0.83 0.35 0.50 0.475
H -2.2116 -0.3102 -0.1151 -0.22 0.13 0.14 0.485
O 4.6390 -3.0019 -1.3226 0.35 -0.13 -0.04 -0.934
H 5.1859 -3.7793 -1.4719 0.14 0.08 -0.01 0.461
H 3.7656 -3.3714 -1.2047 -0.54 0.10 0.05 0.473
O 1.0135 -2.0322 -1.1595 -0.88 -0.26 0.28 -0.944
H 0.6715 -1.9415 -0.2538 0.35 0.06 -0.30 0.470
H 0.1872 -2.2430 -1.6325 0.52 0.20 0.05 0.474